{"formula": "C24H67N7O9", "method": "ωB97M-V with the def2-TZVPD basis set", "symbols": ["C", "C", "C", "O", "C", "N", "H", "H", "H", "H", "H", "H", "H", "H", "H", "H", "H", "H", "N", "O", "O", "O", "C", "C", "C", "O", "C", "N", "H", "H", "H", "H", "H", "H", "H", "H", "H", "H", "H", "C", "C", "C", "O", "C", "N", "H", "H", "H", "H", "H", "H", "H", "H", "H", "H", "H", "C", "C", "C", "O", "C", "N", "H", "H", "H", "H", "H", "H", "H", "H", "H", "H", "H", "C", "C", "C", "O", "C", "N", "H", "H", "H", "H", "H", "H", "H", "H", "H", "H", "H", "C", "C", "C", "O", "C", "N", "H", "H", "H", "H", "H", "H", "H", "H", "H", "H", "H"], "positions_angstrom": [[-1.7213, -0.7101, -3.4213], [-2.7432, -0.3859, -2.4756], [-2.9660, -1.5553, -1.5271], [-3.6323, -2.5621, -2.2060], [-4.3502, -3.5944, -1.3928], [-2.2866, 0.9523, -1.6723], [-1.4861, 0.6378, -1.0225], [-2.0034, 1.6886, -2.3509], [-3.1329, 1.1819, -1.2505], [-1.5123, 0.2329, -4.3861], [-2.0352, -1.5610, -3.8411], [-0.7364, -0.9257, -3.1737], [-3.4765, -0.0739, -3.0178], [-3.7802, -1.1428, -0.6568], [-2.0370, -2.2230, -1.2422], [-4.9371, -4.2029, -2.3315], [-4.9924, -3.0044, -0.8784], [-3.7065, -4.2157, -0.7282], [0.2150, -0.2181, 0.1507], [-0.8811, -0.2239, 0.6654], [0.5392, -1.4232, -0.1932], [0.5626, 0.6892, -0.6242], [2.2578, -6.4417, 1.0871], [0.9566, -6.3605, 1.9839], [0.6731, -4.8742, 2.3591], [1.7247, -4.2909, 3.0778], [1.7088, -2.7785, 2.9657], [-0.1795, -6.9611, 1.4050], [2.2236, -5.6820, 0.3181], [2.3355, -7.3682, 0.6724], [3.1166, -6.3794, 1.5883], [1.2440, -6.7912, 2.9505], [-0.1946, -4.8387, 3.1008], [0.2045, -4.2577, 1.4526], [0.8323, -2.3425, 3.2195], [1.8857, -2.1757, 1.9143], [2.6488, -2.1812, 3.4279], [-0.1049, -7.8789, 1.4077], [-1.0376, -6.7558, 1.9804], [3.0373, -1.2543, -4.2024], [2.4226, -1.8351, -3.0482], [2.7308, -3.3445, -2.9503], [1.9947, -3.8665, -3.9677], [2.3087, -5.2014, -4.2166], [3.0703, -1.1214, -1.7787], [3.9232, -1.7882, -4.1642], [3.4344, -0.2973, -3.9992], [2.3972, -1.2974, -5.1465], [1.3073, -1.5049, -2.9516], [2.5208, -3.9984, -2.0850], [3.7239, -3.4262, -3.0280], [3.4328, -5.4000, -4.4402], [1.8724, -5.6288, -5.0797], [2.1397, -5.7066, -3.4272], [2.3623, -1.3817, -1.1030], [2.9729, -0.0682, -1.9933], [4.4584, 2.7050, -3.2799], [3.8464, 2.1444, -1.9838], [4.0040, 3.0992, -0.7623], [5.2866, 3.2285, -0.5775], [5.7148, 4.0058, 0.6185], [2.3687, 2.0249, -2.3419], [4.2827, 2.2175, -4.3063], [5.6306, 2.7042, -2.9904], [4.3094, 3.7242, -3.3498], [4.3501, 1.1290, -1.7161], [3.3819, 2.6377, 0.0998], [3.6162, 4.1206, -0.9079], [5.5108, 5.0592, 0.4980], [6.7314, 3.6815, 0.6191], [5.1466, 3.4247, 1.4554], [1.8494, 1.3622, -1.6971], [1.7543, 2.8917, -2.3768], [0.8767, 5.4053, 2.7157], [0.1958, 4.2135, 2.0234], [-0.9760, 4.5736, 1.1678], [-1.9641, 5.1642, 2.0854], [-3.2855, 5.4118, 1.5802], [1.2086, 3.5023, 1.1516], [1.6192, 5.0406, 3.5256], [0.0661, 5.9314, 2.9434], [1.2599, 6.0719, 1.9007], [-0.1604, 3.6253, 3.0334], [-1.3332, 3.7723, 0.9546], [-0.9828, 5.3946, 0.2779], [-3.9493, 5.3769, 2.4269], [-3.7954, 4.6324, 0.8920], [-3.3153, 6.3282, 0.8351], [1.7881, 3.0807, 1.8845], [0.6480, 2.8131, 0.8170], [-2.7214, 2.0097, 2.5684], [-3.7375, 0.8890, 2.8335], [-5.1886, 1.4103, 3.0874], [-5.1014, 2.1288, 4.3224], [-6.2849, 2.9504, 4.3953], [-3.5986, -0.1062, 1.8716], [-1.6654, 1.6897, 2.4893], [-2.7470, 2.8992, 3.2545], [-2.8437, 2.4968, 1.5535], [-3.4093, 0.2970, 3.6524], [-5.9337, 0.7589, 3.2011], [-5.2946, 2.2857, 2.2208], [-6.0604, 3.7127, 3.7065], [-6.5295, 3.2220, 5.4926], [-7.0935, 2.3222, 4.1882], [-2.6529, -0.5129, 1.8446], [-4.1273, -0.8329, 2.3485]], "de_lowest_kcal_mol": 103.0, "multiplicity": 1}

***

{"formula": "C49H46O29PS", "method": "ωB97M-V with the def2-TZVPD basis set", "symbols": ["C", "O", "C", "C", "C", "C", "S", "P", "C", "C", "H", "H", "H", "H", "H", "H", "H", "H", "H", "H", "H", "H", "H", "H", "H", "H", "H", "H", "C", "C", "C", "O", "C", "C", "C", "O", "O", "O", "H", "H", "H", "H", "C", "C", "C", "O", "C", "C", "C", "O", "O", "O", "H", "H", "H", "H", "C", "C", "C", "O", "C", "C", "C", "O", "O", "O", "H", "H", "H", "H", "C", "C", "C", "O", "C", "C", "C", "O", "O", "O", "H", "H", "H", "H", "C", "C", "C", "O", "C", "C", "C", "O", "O", "O", "H", "H", "H", "H", "C", "C", "C", "O", "C", "C", "C", "O", "O", "O", "H", "H", "H", "H", "C", "C", "C", "O", "C", "C", "C", "O", "O", "O", "H", "H", "H", "H"], "positions_angstrom": [[5.7124, 2.3272, -0.4356], [6.4152, 3.3708, -1.0513], [5.7168, 4.0180, -2.0948], [5.1891, 5.4061, -1.7077], [4.8215, 5.5992, -0.2334], [3.3796, 5.9680, 0.0620], [2.1301, 4.7045, -0.2533], [1.6748, 4.7105, -2.3936], [-0.1247, 4.4444, -2.3092], [2.2581, 3.0578, -2.9402], [6.3760, 1.8533, 0.2786], [5.3738, 1.5859, -1.1636], [4.8283, 2.6792, 0.1155], [4.9295, 3.3595, -2.4684], [6.4249, 4.1473, -2.9102], [4.3448, 5.6348, -2.3591], [5.9607, 6.1274, -1.9607], [5.1034, 4.7445, 0.3750], [5.3917, 6.4386, 0.1605], [3.2745, 6.1577, 1.1282], [3.0524, 6.8555, -0.4763], [2.7938, 3.5619, -0.0309], [-0.4552, 4.4173, -3.3458], [-0.5814, 5.2896, -1.8032], [-0.3937, 3.5147, -1.8166], [2.7911, 3.1778, -3.8773], [2.9020, 2.5980, -2.1959], [1.3884, 2.4184, -3.0710], [0.7115, 0.0518, -7.6795], [0.5058, 1.0201, -6.7810], [-0.2027, 0.7630, -5.4789], [-0.3195, 1.7067, -4.6978], [-0.6997, -0.5541, -5.1958], [-0.5034, -1.5312, -6.0956], [0.2262, -1.2896, -7.3960], [0.3676, -2.2398, -8.1376], [-0.9199, -2.7706, -5.9287], [0.9048, 2.2769, -6.9484], [1.2188, 0.2226, -8.6181], [-1.2098, -0.7090, -4.2565], [-0.6462, -3.2663, -6.7261], [0.6001, 2.7586, -6.1593], [-4.8651, 1.1872, -7.0116], [-6.0952, 1.4074, -6.5211], [-6.3276, 2.2291, -5.2752], [-7.4791, 2.3825, -4.9195], [-5.1764, 2.7771, -4.5818], [-3.9497, 2.5532, -5.0709], [-3.7220, 1.7500, -6.3299], [-2.5672, 1.6168, -6.7021], [-2.8398, 3.0064, -4.5086], [-7.1966, 0.9373, -7.0727], [-4.6898, 0.6037, -7.9041], [-5.3515, 3.3527, -3.6841], [-2.0990, 2.6828, -5.0608], [-7.9406, 1.2500, -6.5212], [-1.4935, -3.3922, 0.7159], [-1.7116, -2.9390, -0.5257], [-0.9513, -1.7725, -1.0958], [-1.2105, -1.4335, -2.2393], [0.0318, -1.1152, -0.2668], [0.2565, -1.5574, 0.9820], [-0.4980, -2.7455, 1.5445], [-0.2307, -3.0960, 2.6789], [1.1329, -1.0028, 1.7943], [-2.6021, -3.4718, -1.3490], [-2.0393, -4.2284, 1.1284], [0.5613, -0.2715, -0.6859], [1.1313, -1.4973, 2.6458], [-2.5550, -2.9674, -2.1833], [-6.4765, -8.3045, -0.0828], [-6.6978, -7.8623, -1.3295], [-5.9419, -6.6933, -1.9137], [-6.2031, -6.3768, -3.0588], [-4.9594, -6.0203, -1.0849], [-4.7436, -6.4624, 0.1594], [-5.4829, -7.6415, 0.7381], [-5.1964, -7.9650, 1.8758], [-3.8687, -5.9108, 0.9909], [-7.5819, -8.4007, -2.1515], [-7.0113, -9.1416, 0.3425], [-4.4284, -5.1761, -1.4992], [-3.9151, -6.4316, 1.8175], [-7.5314, -7.8918, -2.9837], [-5.1984, -1.6845, 6.0098], [-4.9456, -1.5325, 4.7025], [-3.5432, -1.5629, 4.1483], [-3.4162, -1.4276, 2.9422], [-2.4397, -1.7459, 5.0647], [-2.6873, -1.8994, 6.3732], [-4.0921, -1.8852, 6.9277], [-4.2118, -2.0439, 8.1267], [-1.7472, -2.0764, 7.2835], [-5.8855, -1.3461, 3.7892], [-6.1994, -1.6657, 6.4163], [-1.4406, -1.7583, 4.6516], [-2.2101, -2.1667, 8.1403], [-5.4241, -1.2763, 2.9318], [4.0144, -5.3054, 4.3352], [3.0373, -4.3997, 4.1741], [3.3349, -2.9236, 4.0579], [2.3826, -2.1706, 3.9230], [4.7059, -2.4773, 4.1216], [5.6819, -3.3849, 4.2804], [5.3927, -4.8642, 4.3914], [6.3523, -5.5992, 4.5176], [6.9614, -3.0788, 4.3533], [1.7602, -4.7251, 4.0936], [3.8163, -6.3643, 4.4187], [4.9013, -1.4172, 4.0472], [7.4396, -3.9256, 4.4662], [1.2397, -3.9153, 3.9223], [2.7773, 3.7901, 5.9103], [2.7718, 4.3557, 4.6998], [3.7380, 5.4455, 4.3147], [3.6726, 5.8709, 3.1645], [4.6781, 5.9216, 5.2921], [4.6880, 5.3656, 6.5174], [3.7411, 4.2496, 6.8994], [3.8380, 3.8000, 8.0204], [5.5106, 5.7317, 7.4731], [1.9240, 4.0146, 3.7321], [2.0901, 3.0057, 6.1938], [5.3552, 6.7142, 5.0078], [5.3139, 5.1720, 8.2509], [2.1266, 4.6119, 2.9909]], "multiplicity": 1, "total_charge": 1}

***

Frontier orbital gap list, top to bottom, in eV: 7.8 7.2
LUMO level list, top to bottom, in eV: -0.361 -3.727
Energy list, top to bottom, in eV: -54810.4509 -131050.4266